1.
20
Properties=species:S:1:pos:R:3:nbo_charge:R:1 method="wB97M-V/def2-TZVPD" e_above_lowest_kj_mol=141.56 charge=+1
P -1.56 -0.10 -0.45 1.263
C 1.57 0.96 0.21 -0.200
C 2.44 0.82 1.06 0.222
C -0.81 -1.49 0.44 -0.929
C 0.90 1.00 -1.01 -0.071
C -2.92 -0.92 -1.46 -0.858
C -0.43 0.82 -1.36 -0.676
C 3.33 0.87 2.21 -0.703
H -1.62 -1.84 1.16 0.280
H -2.28 0.89 0.43 0.040
H -2.50 -1.78 -1.70 0.231
H 0.03 -0.96 0.94 0.282
H -0.65 0.99 -2.40 0.271
H 3.03 0.17 2.92 0.254
H -3.10 -0.40 -2.47 0.273
H -3.77 -0.78 -0.82 0.269
H 3.16 1.79 2.72 0.267
H 1.51 1.35 -1.85 0.252
H 4.35 0.81 1.80 0.265
H -0.68 -2.19 -0.38 0.267

2.
20
Properties=species:S:1:pos:R:3:nbo_charge:R:1 method="wB97M-V/def2-TZVPD" e_above_lowest_kj_mol=96.78 smiles="C=C[Si]1(C)CC=CC1"
Si -0.21 -0.15 0.01 1.551
C 2.01 1.34 -0.04 -0.190
C 0.77 1.40 -0.81 -0.841
C -1.96 0.28 0.31 -0.703
C -3.01 -0.52 -0.15 -0.319
C -0.08 -1.69 -1.16 -1.065
C 1.02 -0.22 1.52 -0.878
C 2.15 0.70 1.09 -0.191
H -4.02 -0.24 -0.06 0.189
H -2.84 -1.55 -0.54 0.187
H 0.93 1.12 -1.89 0.234
H -0.43 -2.54 -0.52 0.228
H 1.35 -1.26 1.84 0.246
H 2.86 2.00 -0.30 0.192
H 0.24 2.30 -0.58 0.238
H -0.72 -1.68 -2.02 0.240
H 3.00 0.86 1.64 0.200
H 0.92 -1.69 -1.25 0.227
H -2.35 1.20 0.77 0.226
H 0.35 0.36 2.15 0.232

3.
30
Properties=species:S:1:pos:R:3:nbo_charge:R:1 method="wB97M-V/def2-TZVPD" e_above_lowest_kj_mol=0.00 charge=-1
Br -0.98 -1.00 2.61 -0.134
Cl 4.32 3.47 1.07 -0.109
P 0.07 0.93 -0.57 1.173
O -0.14 -3.10 -2.36 -0.788
O -1.81 -1.60 -2.28 -0.810
O -0.67 1.69 0.72 -0.990
O 1.53 -1.51 1.67 -0.535
O -2.83 0.88 0.19 -0.919
O -2.53 3.15 0.97 -0.918
C 1.84 1.32 -0.13 -0.750
C 0.47 -1.17 1.27 0.590
C 3.54 1.96 1.64 -0.341
C -2.38 -3.90 -2.52 -0.730
C -1.34 -2.77 -2.38 0.760
C 0.07 -0.86 -0.12 -0.921
C 2.06 1.89 1.27 -0.426
B -2.02 1.91 0.62 1.293
H -1.90 -4.87 -2.59 0.196
H 4.09 1.14 1.19 0.210
H -3.30 3.05 1.52 0.489
H 2.17 2.05 -0.87 0.226
H 1.62 2.88 1.35 0.224
H -2.99 -3.73 -3.41 0.199
H 1.58 1.25 2.01 0.225
H -0.89 -1.29 -0.42 0.341
H 0.83 -1.31 -0.76 0.299
H -3.05 -3.88 -1.65 0.201
H 2.42 0.41 -0.25 0.230
H 3.68 1.91 2.72 0.209
H -3.44 1.10 -0.52 0.506

4.
27
Properties=species:S:1:pos:R:3:nbo_charge:R:1 method="wB97M-V/def2-TZVPD" total_energy_ha=-5851.8617 charge=+1
Br 2.38 -2.91 -0.16 0.106
Br 2.81 -0.51 -3.46 0.057
F -0.65 0.80 -0.55 -0.292
F 1.32 1.49 -0.81 -0.264
F 0.14 0.92 -2.48 -0.258
O -3.39 -0.51 3.55 -0.524
N 0.88 -0.77 -1.09 -0.613
C -2.65 0.42 1.49 -0.720
C 4.29 0.55 -1.20 -0.640
C 3.41 -0.67 -1.61 -0.310
C -3.69 0.05 2.52 0.589
C -5.12 0.42 2.22 -0.722
C 2.29 -0.99 -0.59 -0.114
C 0.46 0.65 -1.26 1.104
H -2.87 -0.08 0.55 0.216
H -5.45 -0.08 1.30 0.230
H 4.09 -1.52 -1.59 0.263
H 0.65 -1.33 -1.92 0.489
H 0.26 -1.14 -0.34 0.478
H -5.21 1.50 2.10 0.234
H 2.48 -0.47 0.35 0.270
H 3.84 1.14 -0.39 0.220
H 5.25 0.18 -0.82 0.245
H 4.53 1.20 -2.05 0.256
H -5.76 0.09 3.04 0.248
H -1.67 0.09 1.85 0.213
H -2.63 1.50 1.35 0.235